Molecular formula: C22H50BBr3INO9P
Method: DFT, wB97M-V/def2-TZVPD

Structure (XYZ):
```
88
Properties=species:S:1:pos:R:3:forces:R:3
C -4.89663 -0.49091 3.13623 -0.4897 0.4180 0.7146
C -4.33875 -1.10065 1.72095 -1.3587 -0.0957 -0.3823
O -3.33218 -2.17811 1.86842 0.5004 2.6917 -0.1538
C -1.96891 -1.58695 2.08458 -1.0719 1.1010 0.8368
C -0.91895 -2.09841 0.93823 -0.0315 -3.0948 1.7179
Br -1.75382 -2.15820 -0.90849 0.4664 0.6710 1.0113
O -0.87865 -3.57069 1.23596 -0.0756 2.5623 -0.3532
B 0.26965 -3.91179 2.10727 -0.6300 1.7083 0.1250
Br 0.98109 -5.63459 1.37930 0.6148 -0.8948 -1.0508
C 0.00033 -4.28602 3.69944 -2.3055 0.7048 0.6366
I 1.97602 -4.70298 4.57571 -0.6234 0.4608 0.2871
C -1.09450 -5.49304 3.87425 0.1093 -0.4168 0.8566
C -0.47264 -6.92587 4.38135 -0.9455 -0.9359 -0.2334
O 1.07412 -2.67557 2.04398 0.2578 1.3273 -1.0320
C 0.68449 -1.61727 1.04008 0.4919 -1.2659 3.4576
C 1.07002 -0.28103 1.86542 -0.2114 0.2416 0.7592
C 0.96568 1.16831 1.17495 0.0003 1.4832 0.6564
C -0.53419 1.76740 0.88897 0.4900 1.2468 0.2707
C -1.16615 1.46380 -0.58334 -2.2798 0.9465 0.4032
N -0.19367 1.07666 -1.66642 -1.2938 -0.1190 -1.3796
C -0.74419 1.25293 -3.06266 1.9745 3.0121 -4.5640
C -2.06413 0.42077 -3.62759 -0.0642 0.6492 -0.1179
O -0.15139 2.08253 -3.96558 -3.4102 -4.9691 5.8729
P 1.79792 -2.23218 -0.43653 -0.1979 -3.2430 0.1568
O 3.08130 -3.24855 0.25732 -0.2506 4.4327 -0.2810
Br 2.89860 -0.59170 -1.49495 0.2678 0.3197 0.5694
H -4.07341 -0.01593 3.82798 -1.3434 -0.9626 -1.5336
H -5.69058 0.37945 2.94204 1.7475 -1.8784 0.1569
H -5.46741 -1.28453 3.81686 1.3587 1.4476 -1.7222
H -5.28279 -1.58451 1.17416 2.1568 0.8357 1.1917
H -3.98605 -0.22631 0.99411 -0.4151 -1.8126 1.6480
H -1.67778 -1.91076 3.19525 0.0144 0.4459 -2.7627
H -2.14415 -0.43230 2.13361 0.7553 -1.9502 -0.3336
H -0.42586 -3.34086 4.29126 1.1481 -1.9619 -1.0899
H -1.66762 -5.65441 2.85639 1.3035 0.4211 2.0112
H -1.88697 -5.16595 4.69633 1.5766 -0.6586 -1.7544
H -1.31098 -7.74385 4.16431 1.7213 1.6092 0.4665
H -0.27433 -6.97660 5.53795 -0.2901 0.3815 -2.2608
H 0.48874 -7.27889 3.80856 -1.9350 0.9787 1.0697
H 0.38978 -0.26634 2.84675 1.4512 -0.0264 -2.2159
H 2.18109 -0.42036 2.27883 -2.3741 0.0923 -1.1306
H 1.60843 1.36208 0.21500 -1.2483 -0.8083 1.7782
H 1.42372 1.93193 1.97790 -0.9410 -1.7475 -1.6272
H -1.29818 1.53173 1.77611 1.6999 0.2004 -2.1046
H -0.40573 2.95535 0.94727 -0.1954 -2.5431 -0.1784
H -1.67891 2.48024 -0.94606 1.1422 -2.1556 0.7516
H -2.07765 0.71445 -0.44644 1.9699 1.2021 -0.4396
H 0.03829 0.06240 -1.58731 -0.3257 0.8728 -0.0329
H -1.82912 -0.71428 -3.83877 -0.3404 2.2828 0.8440
H -2.95418 0.55183 -2.85830 1.9233 -0.5507 -1.5245
H -2.39926 0.88560 -4.66992 0.9325 -0.8061 2.3863
H 3.76007 -2.57016 0.60992 -1.2806 -1.7596 -0.4466
C 0.22366 4.06764 -7.39910 -0.0554 0.2725 0.0322
C 0.11889 2.75768 -8.15218 0.0763 0.0218 0.3697
O 0.98059 1.79209 -7.56796 0.0416 -0.2848 0.1614
H 1.25358 4.43909 -7.41444 -0.1229 -0.0599 -0.1015
H -0.43141 4.82445 -7.83986 0.0490 -0.0043 0.0488
H -0.05061 3.93311 -6.34768 -0.0636 -0.0216 -0.1050
H 0.41487 2.89193 -9.19677 0.0391 -0.1242 0.1541
H -0.90543 2.37328 -8.13038 -0.1298 0.1425 -0.1200
H 0.70417 1.67390 -6.64296 0.1557 0.0761 -0.3328
C -1.37565 1.84344 6.47737 -0.2540 -0.0077 0.1295
C -0.61510 0.85637 5.61634 0.2724 0.2787 0.3204
O -0.41689 1.39703 4.31841 0.0591 0.3926 -0.4129
H -2.34542 2.07957 6.02711 0.0726 -0.0902 0.0580
H -1.54076 1.43987 7.48037 0.0250 0.0916 -0.0459
H -0.82627 2.78666 6.56291 0.0451 -0.0923 0.0858
H -1.17765 -0.07644 5.51542 0.0814 0.1009 -0.1864
H 0.36112 0.62511 6.05336 -0.2695 -0.1011 0.1032
H 0.09076 2.22064 4.41825 -0.2485 -0.4731 -0.0959
C 3.08365 4.81697 -12.42206 0.1829 0.1406 -0.1321
C 2.38271 4.66404 -11.08812 0.0153 -0.2274 -0.2496
O 0.98154 4.54824 -11.28694 -0.3602 -0.1916 -0.1012
H 2.71466 5.70152 -12.95155 0.0673 -0.0647 0.1422
H 4.16467 4.91206 -12.28605 -0.0636 -0.0398 -0.0811
H 2.88388 3.95419 -13.06588 0.1067 -0.0074 0.0962
H 2.56689 5.53806 -10.45650 -0.2212 -0.1336 -0.0466
H 2.73700 3.77452 -10.55830 0.1923 0.0871 0.0743
H 0.82794 3.76442 -11.84195 0.0631 0.4238 0.3207
C 3.88388 -0.40418 6.00748 0.1740 0.0558 -0.1638
C 3.18293 -0.55711 7.34142 -0.0127 -0.2326 -0.3173
O 1.78177 -0.67291 7.14260 -0.1930 -0.1743 0.0712
H 3.51488 0.48037 5.47799 0.0594 -0.0465 0.1290
H 4.96489 -0.30909 6.14349 -0.0451 -0.0215 -0.0695
H 3.68410 -1.26697 5.36366 0.0760 0.0043 0.1049
H 3.36711 0.31691 7.97304 -0.2143 -0.0993 -0.0166
H 3.53723 -1.44663 7.87124 0.1888 0.0646 0.0458
H 1.62817 -1.45674 6.58759 0.0657 0.2550 0.2003
```
Forces are in eV/Å.

Calculated values
Spin multiplicity ... 1
Largest force on an atom ... 8.4 eV Å⁻¹
Highest occupied orbital energy ... -0.2003 hartree
Frontier orbital gap ... 7.58 eV
Charge ... -1
E ... -271732.85929 eV